{
  "formula": "C42H46FFeIN5OP2Se2Si",
  "method": "wB97M-V/def2-TZVPD",
  "s2": 8.77,
  "e_above_lowest_kcal_mol": 18.78,
  "lumo_energy_ev": [0.35, -1.18],
  "multiplicity": 6,
  "species": ["Fe", "C", "Si", "C", "C", "N", "C", "C", "C", "C", "C", "C", "F", "H", "H", "H", "H", "H", "H", "H", "H", "H", "H", "H", "H", "H", "Se", "P", "C", "C", "C", "C", "C", "C", "C", "C", "C", "C", "C", "C", "C", "C", "N", "N", "N", "P", "Se", "C", "C", "C", "C", "C", "C", "C", "C", "C", "C", "C", "C", "H", "H", "H", "H", "H", "H", "H", "H", "H", "H", "H", "H", "H", "H", "H", "H", "H", "H", "H", "H", "I", "C", "H", "H", "O", "C", "C", "C", "C", "C", "C", "N", "H", "H", "H", "H", "H", "H", "H", "H", "H", "H", "H"],
  "coordinates": [[1.5480, -2.2625, 0.8707], [-0.3202, -0.8139, 3.2937], [-0.9912, -2.5668, 3.0566], [-2.7870, -2.5222, 2.4716], [-0.8305, -3.3538, 4.7781], [-0.0414, -3.3909, 1.8510], [-0.1162, -4.7188, 1.5822], [-0.9266, -5.6769, 2.2364], [-0.8233, -7.0280, 1.9627], [0.0619, -7.5096, 1.0053], [0.8179, -6.5988, 0.2785], [0.6872, -5.2672, 0.5700], [1.3995, -4.3504, -0.1554], [-0.1671, -0.5939, 4.3518], [-1.0112, -0.0608, 2.9048], [0.6389, -0.6757, 2.7906], [-3.4239, -1.9600, 3.1598], [-3.2028, -3.5271, 2.3696], [-2.8327, -2.0444, 1.4911], [-1.5208, -2.8757, 5.4772], [0.1827, -3.2081, 5.1606], [-1.0309, -4.4251, 4.7895], [-1.6427, -5.3326, 2.9689], [-1.4443, -7.7252, 2.5117], [0.1535, -8.5702, 0.8186], [1.4951, -6.9138, -0.5050], [-2.2129, 3.3980, 2.4887], [-2.4292, 2.4448, 0.6250], [-4.0812, 1.7076, 0.4788], [-4.4267, 0.7152, 1.3936], [-5.7016, 0.1812, 1.3842], [-6.6441, 0.6473, 0.4758], [-6.3108, 1.6562, -0.4127], [-5.0296, 2.1912, -0.4131], [-2.2783, 3.5347, -0.8256], [-2.3280, 2.9869, -2.1075], [-2.2149, 3.8146, -3.2122], [-2.0414, 5.1834, -3.0414], [-1.9869, 5.7265, -1.7668], [-2.1088, 4.9011, -0.6563], [-1.3043, 1.0675, 0.3430], [0.0695, 0.7937, 0.4719], [0.1844, -0.5389, 0.2587], [-0.9993, -1.0395, -0.0267], [-1.9061, -0.0996, 0.0159], [1.6662, 1.5759, 0.7471], [3.0592, 0.1082, 1.3986], [2.2267, 2.2527, -0.8506], [3.5845, 2.2343, -1.1582], [4.0273, 2.7504, -2.3659], [3.1224, 3.2900, -3.2692], [1.7697, 3.3091, -2.9645], [1.3217, 2.7872, -1.7599], [1.5824, 3.0010, 1.8652], [1.1284, 4.2361, 1.4151], [1.1127, 5.3152, 2.2818], [1.5486, 5.1678, 3.5889], [2.0197, 3.9401, 4.0321], [2.0398, 2.8554, 3.1709], [-3.6909, 0.3661, 2.1066], [-5.9653, -0.5965, 2.0893], [-7.6414, 0.2264, 0.4646], [-7.0493, 2.0340, -1.1084], [-4.7754, 2.9815, -1.1071], [-2.4544, 1.9162, -2.2293], [-2.2595, 3.3910, -4.2078], [-1.9443, 5.8262, -3.9075], [-1.8532, 6.7920, -1.6317], [-2.0751, 5.3028, 0.3503], [4.2847, 1.8111, -0.4498], [5.0840, 2.7287, -2.6002], [3.4715, 3.6955, -4.2105], [1.0536, 3.7238, -3.6613], [0.2668, 2.7837, -1.5313], [0.7914, 4.3549, 0.3930], [0.7450, 6.2727, 1.9363], [1.5218, 6.0121, 4.2658], [2.3814, 3.8235, 5.0453], [2.4163, 1.8959, 3.5002], [4.1098, -3.3784, 1.4531], [2.5892, -2.8949, 2.8577], [2.9548, -2.1184, 3.5197], [2.2636, -3.7986, 3.3583], [2.0546, -1.9242, -1.2659], [1.5386, -2.0365, -2.3658], [0.8133, -0.9157, -3.0485], [1.9193, -0.1681, -3.8379], [2.8737, -1.0385, -4.6839], [3.8485, -1.9335, -3.8875], [3.2393, -3.2850, -3.4569], [1.8074, -3.1089, -3.1798], [0.3503, -0.2417, -2.3306], [0.0457, -1.3041, -3.7205], [2.5190, 0.4068, -3.1261], [1.4296, 0.5489, -4.4996], [3.4705, -0.3466, -5.2814], [2.2990, -1.6397, -5.3975], [4.1677, -1.3862, -2.9966], [4.7414, -2.1168, -4.4879], [3.7304, -3.6540, -2.5580], [3.3367, -4.0340, -4.2409], [1.2588, -3.0964, -4.0250]],
  "mulliken_charge": [0.943, -0.164, -0.408, -1.018, -1.245, 0.059, 0.306, -0.274, -1.011, -0.527, -0.963, 0.655, 0.176, 0.679, -0.038, -0.258, 0.321, 0.469, 0.292, 0.376, 0.293, 0.378, 0.279, 0.393, 0.385, 0.442, -0.343, 0.916, 0.626, -0.427, -0.699, -0.560, -0.697, -0.459, 0.230, -0.116, -0.808, -0.558, -0.620, -0.609, 0.128, -0.381, 1.929, -1.026, -0.128, 0.338, -0.525, 0.350, -0.746, -0.743, -0.717, -0.784, 0.460, 0.879, -0.375, -0.633, -0.542, -0.784, -0.540, 0.358, 0.414, 0.375, 0.393, 0.299, 0.487, 0.441, 0.405, 0.432, 0.377, 0.503, 0.441, 0.399, 0.505, 0.053, 0.244, 0.411, 0.384, 0.406, 0.309, 0.022, -1.139, 0.576, 0.548, -0.669, -0.208, 0.533, 0.315, -1.314, -0.439, -0.858, -0.050, -0.994, 0.506, -0.278, 0.586, 0.472, 0.370, 0.184, 0.517, 0.181, 0.515, 0.413]
}

---

{
  "formula": "C25H19BIrN5O8S2",
  "method": "wB97M-V/def2-TZVPD",
  "charge": -1,
  "s2": 0.77,
  "e_above_lowest_kcal_mol": 13.30,
  "lumo_energy_ev": [1.65, -0.06],
  "multiplicity": 2,
  "species": ["Ir", "O", "C", "N", "C", "C", "C", "C", "C", "C", "N", "C", "O", "C", "C", "C", "C", "C", "N", "C", "C", "C", "C", "C", "N", "H", "H", "H", "H", "H", "H", "H", "H", "H", "H", "H", "H", "O", "S", "O", "O", "C", "C", "C", "C", "C", "C", "S", "O", "O", "O", "H", "H", "H", "H", "B", "C", "N", "H", "H", "H"],
  "coordinates": [[0.4501, 0.4157, -0.4803], [-3.5152, 1.9804, -0.1621], [-2.3873, 1.6868, 0.1799], [-1.4953, 1.0329, -0.6894], [-1.9080, 0.7819, -1.9704], [-3.2503, 0.6724, -2.4142], [-3.5205, 0.4469, -3.7333], [-2.4877, 0.3274, -4.6833], [-1.1752, 0.3905, -4.3014], [-0.8663, 0.5904, -2.9434], [0.3931, 0.5942, -2.4214], [1.5634, 0.3472, -3.0920], [1.7499, 0.3839, -4.2918], [2.6838, -0.0315, -2.1469], [3.9498, -0.2996, -2.6240], [4.9306, -0.6767, -1.7203], [4.6123, -0.7753, -0.3761], [3.3209, -0.4923, 0.0367], [2.3882, -0.1325, -0.8405], [-1.9584, 2.0780, 1.5716], [-2.9684, 2.3329, 2.4924], [-2.6036, 2.7091, 3.7721], [-1.2585, 2.8377, 4.0775], [-0.3308, 2.5808, 3.0799], [-0.6756, 2.2050, 1.8573], [-4.0480, 0.7258, -1.6961], [-4.5500, 0.3356, -4.0481], [-2.7332, 0.1569, -5.7238], [-0.3721, 0.2759, -5.0098], [4.1299, -0.2063, -3.6852], [5.9348, -0.8903, -2.0621], [5.3510, -1.0651, 0.3574], [2.9951, -0.5497, 1.0661], [-4.0005, 2.2206, 2.1975], [-3.3603, 2.8962, 4.5238], [-0.9293, 3.1234, 5.0674], [0.7334, 2.6678, 3.2696], [0.0504, -0.7729, 3.7539], [-0.2949, -0.9578, 2.3662], [-1.6190, -0.5800, 1.9539], [0.7795, -0.3574, 1.5014], [-0.2068, -2.7321, 2.0825], [0.2087, -3.4938, 3.1661], [0.2332, -4.8790, 3.0986], [-0.1655, -5.5148, 1.9370], [-0.5718, -4.7621, 0.8448], [-0.5973, -3.3750, 0.9011], [-1.0971, -2.5630, -0.6272], [-0.9865, -3.5806, -1.6407], [-2.3844, -1.9561, -0.4529], [0.0143, -1.5663, -0.8307], [0.4960, -2.9739, 4.0689], [0.5585, -5.4535, 3.9569], [-0.1560, -6.5955, 1.8700], [-0.8603, -5.2397, -0.0803], [2.1735, 4.7757, 0.0122], [1.5586, 3.3321, -0.1795], [1.1297, 2.2719, -0.3102], [2.6061, 4.8209, 1.1461], [1.2811, 5.5772, -0.1611], [3.0582, 4.8985, -0.8103]],
  "nbo_charge": [1.280, -0.576, 0.671, -0.505, 0.273, -0.202, -0.214, -0.171, -0.248, 0.163, -0.478, 0.641, -0.583, 0.134, -0.198, -0.153, -0.235, 0.083, -0.380, 0.129, -0.201, -0.178, -0.243, 0.057, -0.416, 0.258, 0.210, 0.208, 0.251, 0.249, 0.219, 0.227, 0.253, 0.234, 0.207, 0.211, 0.200, -0.979, 2.439, -0.966, -1.009, -0.352, -0.189, -0.216, -0.216, -0.211, -0.224, 2.422, -0.975, -0.950, -1.003, 0.247, 0.207, 0.207, 0.246, -0.577, 0.438, -0.521, -0.001, 0.005, -0.003]
}

---

{
  "formula": "C14H14BIrNO2",
  "method": "wB97M-V/def2-TZVPD",
  "s2": 8.77,
  "lumo_energy_ev": [0.45, -2.48],
  "multiplicity": 6,
  "species": ["C", "C", "C", "C", "C", "Ir", "C", "C", "C", "N", "H", "H", "H", "H", "H", "H", "H", "H", "H", "H", "O", "B", "O", "C", "C", "C", "C", "C", "C", "H", "H", "H", "H"],
  "coordinates": [[0.7023, 3.4445, -1.8806], [0.5973, 3.5970, -0.4515], [-0.5442, 2.8343, -0.0030], [-1.1661, 2.2505, -1.1618], [-0.3896, 2.6194, -2.3205], [0.9803, 1.4543, -0.9181], [2.7784, 1.0333, 0.2974], [4.1139, 0.2311, -0.0975], [4.2495, -0.4145, -1.2985], [-0.0836, -0.1646, -1.6774], [-0.9135, 2.7740, 1.0125], [1.2034, 4.2378, 0.1826], [-2.0762, 1.6613, -1.1418], [-0.6310, 2.3625, -3.3547], [1.4281, 3.9567, -2.5225], [3.1593, 2.0178, 0.7529], [0.6468, -0.5150, -2.3434], [2.2093, 0.6946, 1.2024], [5.2859, -0.4080, -1.7015], [3.5756, -0.9824, -2.0412], [-1.5444, -1.3820, -0.5123], [-0.2046, -1.0861, -0.4749], [0.3433, -1.6704, 0.7581], [-0.8042, -2.1978, 1.4700], [-0.9954, -2.9304, 2.6238], [-2.3351, -3.3642, 2.8598], [-3.4043, -3.1144, 1.9670], [-3.1879, -2.3611, 0.8416], [-1.8956, -1.9506, 0.6554], [-0.1970, -3.1613, 3.3311], [-2.5743, -3.9143, 3.7798], [-4.4137, -3.4785, 2.1278], [-3.9126, -2.0737, 0.0389]],
  "mulliken_charge": [-0.576, -0.477, -0.598, -0.436, -0.232, 1.140, -0.543, -0.272, -0.489, -0.981, 0.400, 0.488, 0.358, 0.400, 0.398, 0.309, 0.299, 0.277, 0.216, 0.192, -0.671, 1.024, -0.541, 0.568, -0.851, -0.502, -0.431, -0.635, 0.659, 0.434, 0.338, 0.372, 0.364]
}

---

{
  "formula": "C3H4N2O",
  "method": "wB97M-V/def2-TZVPD",
  "e_above_lowest_kcal_mol": 76.98,
  "lumo_energy_ev": -0.03,
  "species": ["C", "N", "C", "H", "H", "H", "N", "C", "O", "H"],
  "coordinates": [[0.6373, 0.0671, -0.5215], [1.1291, 0.2697, 1.9889], [0.8276, 0.0693, 0.8731], [0.7064, 0.1991, 2.9003], [0.9572, 0.9985, -0.9921], [1.0925, -0.8054, -0.9875], [-1.8210, 0.0196, -1.3393], [-1.0101, -0.3420, -0.4375], [-1.1152, -0.9934, 0.6311], [-1.4039, 0.5174, -2.1154]],
  "nbo_charge": [-0.714, -0.551, 0.739, 0.462, 0.264, 0.288, -0.770, 0.661, -0.719, 0.341]
}

---

{
  "formula": "C51H49AsCuN3O3Si",
  "method": "wB97M-V/def2-TZVPD",
  "charge": -1,
  "s2": 0.76,
  "lumo_energy_ev": [2.32, 2.32],
  "multiplicity": 2,
  "species": ["Cu", "O", "C", "C", "C", "C", "C", "C", "C", "N", "N", "C", "O", "C", "C", "C", "C", "C", "C", "H", "H", "H", "H", "H", "H", "H", "H", "H", "H", "C", "Si", "C", "N", "C", "C", "C", "C", "C", "C", "C", "C", "C", "C", "C", "C", "C", "C", "C", "C", "C", "H", "H", "H", "H", "H", "H", "H", "H", "H", "H", "H", "H", "H", "H", "H", "H", "H", "H", "H", "H", "H", "H", "H", "H", "O", "As", "C", "C", "C", "C", "C", "C", "C", "C", "C", "C", "C", "C", "C", "C", "C", "C", "C", "C", "H", "H", "H", "H", "H", "H", "H", "H", "H", "H", "H", "H", "H", "H", "H"],
  "coordinates": [[-0.1015, -0.1242, 0.0346], [-0.0545, 0.0961, 1.8451], [0.9461, -0.1737, 2.6185], [0.6979, -0.2598, 4.0075], [1.6944, -0.4961, 4.9258], [3.0121, -0.6649, 4.5114], [3.2945, -0.6149, 3.1684], [2.3004, -0.3914, 2.2030], [2.6532, -0.4725, 0.8313], [1.8202, -0.1774, -0.1246], [2.1665, -0.4006, -1.4157], [1.1129, -0.5419, -2.1756], [-0.1018, -0.5085, -1.7473], [1.3728, -0.8822, -3.5810], [2.5996, -0.5855, -4.1753], [2.8890, -1.0474, -5.4419], [1.9630, -1.8135, -6.1350], [0.7276, -2.0834, -5.5657], [0.4298, -1.6167, -4.3005], [-0.3241, -0.1132, 4.3304], [1.4546, -0.5446, 5.9800], [3.8008, -0.8444, 5.2301], [4.3154, -0.7445, 2.8331], [3.6270, -0.8841, 0.5649], [3.3142, -0.0003, -3.6171], [3.8436, -0.8173, -5.8981], [2.2104, -2.2058, -7.1121], [0.0044, -2.6749, -6.1122], [-0.5191, -1.8311, -3.8337], [-2.1214, 0.2090, 0.0073], [-2.5512, 1.8167, -0.8549], [-1.4406, 3.2143, -0.1380], [-0.0713, 2.7400, -0.1613], [0.6234, 3.0233, -1.4044], [2.0617, 3.4738, -1.1671], [2.0881, 4.6824, -0.2296], [1.3062, 4.4040, 1.0673], [0.7055, 2.9921, 1.0279], [-4.3633, 2.2692, -0.4765], [-5.3725, 2.1206, -1.4235], [-6.6924, 2.3926, -1.1168], [-7.0350, 2.8228, 0.1545], [-6.0485, 2.9549, 1.1184], [-4.7338, 2.6746, 0.8029], [-2.4373, 1.7775, -2.7526], [-2.3694, 0.5595, -3.4200], [-2.2911, 0.4987, -4.7988], [-2.3004, 1.6622, -5.5470], [-2.3847, 2.8856, -4.9044], [-2.4444, 2.9372, -3.5225], [-2.6183, -0.6482, -0.4422], [-2.3934, 0.2396, 1.0607], [-1.7328, 3.3834, 0.8993], [-1.5451, 4.1851, -0.6532], [0.0961, 3.8184, -1.9580], [0.6108, 2.1279, -2.0399], [2.5153, 3.7429, -2.1240], [2.6363, 2.6499, -0.7435], [1.6435, 5.5365, -0.7499], [3.1250, 4.9390, -0.0004], [0.4992, 5.1309, 1.1818], [1.9511, 4.4960, 1.9429], [0.0611, 2.8156, 1.8911], [1.5056, 2.2492, 1.0821], [-5.1076, 1.7885, -2.4181], [-7.4621, 2.2697, -1.8680], [-8.0650, 3.0478, 0.3952], [-6.3126, 3.2758, 2.1172], [-3.9695, 2.7687, 1.5604], [-2.3622, -0.3464, -2.8381], [-2.2259, -0.4555, -5.3029], [-2.2466, 1.6142, -6.6265], [-2.4048, 3.7983, -5.4867], [-2.5082, 3.9002, -3.0325], [0.3034, -2.5859, 0.1974], [0.1620, -4.1749, 0.0916], [-1.2522, -4.6751, -1.1673], [-1.8389, -3.5756, -1.7861], [-2.8610, -3.7434, -2.7005], [-3.2968, -5.0256, -3.0113], [-2.7097, -6.1249, -2.4039], [-1.6916, -5.9601, -1.4790], [-0.3018, -4.8300, 1.8715], [-0.6267, -3.8040, 2.7540], [-0.9880, -4.0876, 4.0555], [-1.0155, -5.4073, 4.4863], [-0.6855, -6.4313, 3.6114], [-0.3333, -6.1505, 2.3025], [1.8484, -4.9191, -0.5532], [2.7393, -3.9527, -1.0103], [3.9850, -4.3113, -1.4849], [4.3502, -5.6507, -1.5073], [3.4597, -6.6191, -1.0694], [2.2082, -6.2622, -0.5958], [-1.4584, -2.5919, -1.5234], [-3.3174, -2.8818, -3.1669], [-4.0936, -5.1643, -3.7292], [-3.0530, -7.1205, -2.6576], [-1.2488, -6.8306, -1.0080], [-0.5667, -2.7804, 2.3918], [-1.2365, -3.2828, 4.7323], [-1.2866, -5.6378, 5.5066], [-0.6988, -7.4560, 3.9589], [-0.0742, -6.9569, 1.6268], [2.4295, -2.9128, -0.9771], [4.6677, -3.5495, -1.8324], [5.3286, -5.9369, -1.8675], [3.7505, -7.6612, -1.0940], [1.5204, -7.0293, -0.2599]],
  "nbo_charge": [1.337, -0.790, 0.393, -0.296, -0.195, -0.313, -0.165, -0.182, 0.099, -0.382, -0.469, 0.549, -0.782, -0.108, -0.169, -0.230, -0.220, -0.243, -0.124, 0.207, 0.195, 0.197, 0.193, 0.167, 0.231, 0.201, 0.200, 0.203, 0.212, -1.394, 1.652, -0.659, -0.486, -0.214, -0.402, -0.403, -0.426, -0.210, -0.455, -0.200, -0.225, -0.233, -0.245, -0.138, -0.475, -0.181, -0.217, -0.223, -0.250, -0.138, 0.205, 0.228, 0.215, 0.178, 0.165, 0.203, 0.205, 0.208, 0.189, 0.196, 0.192, 0.198, 0.214, 0.200, 0.210, 0.198, 0.197, 0.198, 0.194, 0.224, 0.200, 0.199, 0.198, 0.194, -1.151, 1.995, -0.402, -0.139, -0.218, -0.204, -0.225, -0.197, -0.389, -0.198, -0.191, -0.205, -0.242, -0.155, -0.389, -0.205, -0.193, -0.204, -0.242, -0.153, 0.268, 0.219, 0.208, 0.207, 0.205, 0.275, 0.220, 0.207, 0.206, 0.195, 0.270, 0.220, 0.207, 0.206, 0.195]
}

---

Table of max |F| (eV Å⁻¹), in record order: 1.6; 0.6; 5.6; 0.8; 2.6
Table of E (Eh), in record order: -9413.46948; -2765.51953; -875.98122; -301.36455; -6528.60045